# C3H8N2O

A single C3H8N2O molecule at a distorted geometry (the ωB97M-V functional and the def2-TZVPD basis, the Open Molecules 2025 dataset).

XYZ file:
```
14
Properties=species:S:1:pos:R:3
C 1.7820 -0.3063 -0.0184
C 0.4762 -1.1177 0.2460
C -2.6117 0.3589 0.0236
H 1.7037 1.6899 -0.8854
H 2.6338 1.5426 0.4630
H 2.6368 -0.7281 0.5709
H 2.3234 -0.5298 -0.9515
H 0.2752 -1.3368 1.2679
H 0.6370 -2.0156 -0.3066
H -2.9870 -0.5174 -0.5161
H -3.2219 1.2276 0.4826
N 1.8136 1.1211 0.0373
N -1.3639 0.4596 0.1837
O -0.6285 -0.5009 -0.3975
```

HOMO in eV: -8.6
Energy relative to the best compared isomer or geometry (same formula, charge and spin) in kcal/mol: 103.7
Total energy in eV: -8264.827
Frontier orbital gap in eV: 9.71
Multiplicity: 1
SMILES string: C=NOCCN

# C3H8N2O

A single C3H8N2O molecule at a distorted geometry (the ωB97M-V functional and the def2-TZVPD basis, the Open Molecules 2025 dataset).

XYZ file:
```
14
Properties=species:S:1:pos:R:3
O 0.1355 -0.5462 -1.3929
C -0.6238 -0.3668 -0.4567
N -0.2140 -0.2405 0.8596
C 1.1799 -0.0657 0.9982
N 1.6843 1.1530 0.3872
C -2.0774 -0.1187 -0.5625
H -0.8441 -0.6839 1.5696
H 1.3921 -0.1515 2.0306
H 1.6725 -0.9701 0.5550
H 1.3133 1.2673 -0.5556
H 1.6397 1.9994 0.8902
H -2.4132 -0.1863 -1.6648
H -2.6030 -0.9540 0.0086
H -2.4058 0.9684 -0.2912
```

HOMO in eV: -9.4
Energy relative to the best compared isomer or geometry (same formula, charge and spin) in kcal/mol: 27.9
Total energy in eV: -8268.114
Frontier orbital gap in eV: 10.21
Multiplicity: 1
SMILES string: CC(=O)NCN

# C3H8N2O

A single C3H8N2O molecule at a distorted geometry (the ωB97M-V functional and the def2-TZVPD basis, the Open Molecules 2025 dataset).

XYZ file:
```
14
Properties=species:S:1:pos:R:3
N 2.5022 0.5362 -0.1667
C 1.1652 0.9477 0.1506
C 0.0818 -0.0498 -0.2451
N -1.1964 0.2334 0.1785
C -2.0308 -1.0102 0.0845
O 0.3716 -0.9698 -0.9809
H 2.5919 -0.3854 -0.5612
H 3.1676 0.8002 0.5371
H 1.0211 1.9721 -0.2056
H 0.9147 0.9393 1.2253
H -1.8576 0.9773 0.0735
H -1.6877 -1.9230 0.5244
H -1.9722 -1.1597 -0.9911
H -3.0715 -0.9085 0.3765
```

HOMO in eV: -8.9
Energy relative to the best compared isomer or geometry (same formula, charge and spin) in kcal/mol: 42.7
Total energy in eV: -8267.475
Frontier orbital gap in eV: 9.76
Multiplicity: 1
SMILES string: CNC(=O)CN

# C3H8N2O

A gas-phase ion, C3H8N2O (charge +1) at a distorted geometry (the ωB97M-V functional and the def2-TZVPD basis, the Open Molecules 2025 dataset).

XYZ file:
```
14
Properties=species:S:1:pos:R:3
N -1.6043 -1.2927 0.6430
C -0.1877 -1.3280 0.8284
C 0.5677 -0.3086 -0.0340
N 0.1082 0.8911 -0.2098
C 0.8251 1.9228 -0.9695
O 1.7127 -0.6521 -0.4333
H -1.8742 -1.6655 -0.2641
H -1.9997 -1.9651 1.2970
H 0.1389 -0.8869 1.7832
H 0.3033 -2.2934 0.7010
H -0.8808 0.9233 0.0295
H 1.7164 2.1714 -0.4024
H 0.9511 1.6606 -2.0152
H 0.2233 2.8231 -0.9538
```

HOMO (alpha / beta) in eV: -15.1 / -15.1
Energy relative to the best compared isomer or geometry (same formula, charge and spin) in kcal/mol: 12.5
Total energy in eV: -8259.378
Expectation value of S²: 0.75
Frontier orbital gap (alpha / beta) in eV: 11.27 / 6.39
Multiplicity: 2
Net charge: +1

# C3H8N2O2

3 unconnected molecules or ions with the total composition C3H8N2O2 at a distorted geometry (the ωB97M-V functional and the def2-TZVPD basis, the Open Molecules 2025 dataset).

XYZ file:
```
15
Properties=species:S:1:pos:R:3
C 0.5374 0.1499 1.6435
C 0.1388 0.9343 0.5682
N -1.2019 0.5582 0.2079
C -1.5415 -0.4616 1.0227
N -0.4800 -0.7624 1.8826
H 1.3283 0.2481 2.3627
H 0.5970 1.8400 0.2265
H -2.5712 -0.6303 1.4010
H -0.6153 -1.4531 2.6021
H -0.6901 0.1446 -1.5102
H -1.1657 -0.7716 -2.7252
O -0.4121 -0.2910 -2.3849
H 2.6481 0.7857 -2.1768
H 1.5137 -0.2077 -2.0134
O 2.3996 0.0002 -1.6661
```

HOMO (alpha / beta) in eV: 1.2 / -3.1
Energy relative to the best compared isomer or geometry (same formula, charge and spin) in kcal/mol: 42.3
Total energy in eV: -10314.032
Expectation value of S²: 0.76
Frontier orbital gap (alpha / beta) in eV: 3.03 / 7.23
Multiplicity: 2
Net charge: -1

# C3H8N2O2

A molecular structure, C3H8N2O2 at a distorted geometry (the ωB97M-V functional and the def2-TZVPD basis, the Open Molecules 2025 dataset).

XYZ file:
```
15
Properties=species:S:1:pos:R:3
C 0.9738 -0.3614 -0.6811
C -0.6145 0.0450 1.7076
N -0.5262 -0.7826 0.5201
C 0.4720 0.9147 -0.7825
N -1.7868 -0.8647 -0.0674
O 2.1830 0.5599 -1.9638
O -0.1325 1.8938 -0.7373
H 2.8990 1.0349 -1.5149
H -2.1653 0.0288 -0.3982
H -1.8082 -1.5672 -0.7960
H 1.7364 -0.6071 0.0432
H 0.6984 -1.0663 -1.4510
H 0.3826 0.1915 2.1274
H -1.0757 1.0336 1.5353
H -1.2362 -0.4530 2.4586
```

HOMO (alpha / beta) in eV: -7.5 / -7.5
Energy relative to the best compared isomer or geometry (same formula, charge and spin) in kcal/mol: 156.4
Total energy in eV: -10310.170
Frontier orbital gap (alpha / beta) in eV: 7.55 / 7.55
Multiplicity: 1

# C3H8N2O2

A single C3H8N2O2 molecule at a distorted geometry (the ωB97M-V functional and the def2-TZVPD basis, the Open Molecules 2025 dataset).

XYZ file:
```
15
Properties=species:S:1:pos:R:3
C 0.5078 -0.0033 0.0548
C 1.3509 0.7469 1.0483
O 2.6489 0.1483 1.1763
N -0.9072 0.1922 0.1789
C -1.8574 -0.2093 -0.7268
N -1.4498 -0.9707 -1.7783
O -3.0382 0.0907 -0.5884
H 0.7909 0.1290 -1.0018
H 0.7711 -1.0706 0.2300
H 1.5544 1.7992 0.8404
H 0.7660 0.6752 1.9721
H 2.8162 0.1220 2.1207
H -1.2748 0.7663 0.9174
H -0.5042 -1.1194 -2.0669
H -2.1747 -1.2965 -2.3768
```

HOMO in eV: -9.5
Energy relative to the best compared isomer or geometry (same formula, charge and spin) in kcal/mol: 17.1
Total energy in eV: -10316.212
Frontier orbital gap in eV: 10.16
Multiplicity: 1
SMILES string: NC(=O)NCCO

# C3H8N2O2

2 unconnected molecules or ions with the total composition C3H8N2O2 (the ωB97M-V functional and the def2-TZVPD basis, the Open Molecules 2025 dataset).

XYZ file:
```
15
Properties=species:S:1:pos:R:3
C 1.4807 -0.5026 -1.3766
N 1.0088 0.7121 -1.7381
C 1.0099 1.8137 -0.7992
O 1.9148 -0.7533 -0.2733
H 1.4238 -1.2409 -2.1927
H 0.6174 0.8184 -2.6581
H 0.3854 1.6142 0.0676
H 0.6527 2.7103 -1.2998
H 2.0207 2.0045 -0.4447
C -2.1563 -1.3134 2.2890
N -1.4146 -1.1152 1.1692
O -2.8987 -0.4915 2.7713
H -2.0301 -2.3172 2.7248
H -0.7099 -1.7772 0.8955
H -1.3046 -0.1618 0.8652
```

HOMO in eV: -9.9
Energy relative to the best compared isomer or geometry (same formula, charge and spin) in kcal/mol: 15.1
Total energy in eV: -10316.296
Frontier orbital gap in eV: 10.57
Multiplicity: 1
SMILES string: CNC=O.NC=O

# C3H8N2O2

A single C3H8N2O2 molecule at a distorted geometry (the ωB97M-V functional and the def2-TZVPD basis, the Open Molecules 2025 dataset).

XYZ file:
```
15
Properties=species:S:1:pos:R:3
C -0.2016 2.3475 -1.3612
C -0.3235 -0.5154 0.4431
C 1.0625 -0.7519 0.3733
H 0.2495 2.6082 -2.3063
H -1.1207 2.9353 -1.0334
H 0.6176 2.4862 -0.8138
H -1.9431 0.4037 -0.0008
H 1.1836 -0.8160 -0.7220
H 1.7277 0.0932 0.7198
H 0.8056 -2.5050 1.0168
H 1.8804 -1.6106 2.0563
N -0.8763 0.6156 -0.1085
N 1.6580 -1.9090 1.0247
O -0.4495 0.9665 -1.5040
O -1.0627 -1.0943 1.2463
```

HOMO in eV: -9.9
Energy relative to the best compared isomer or geometry (same formula, charge and spin) in kcal/mol: 99.5
Total energy in eV: -10312.637
Frontier orbital gap in eV: 10.69
Multiplicity: 1
SMILES string: CONC(=O)CN

# C3H8N2O2

A single C3H8N2O2 molecule at a distorted geometry (the ωB97M-V functional and the def2-TZVPD basis, the Open Molecules 2025 dataset).

XYZ file:
```
15
Properties=species:S:1:pos:R:3
O -1.6856 -1.3433 2.2028
C -0.8675 -1.1588 1.3449
N 0.2349 -1.9694 1.1625
C -0.7565 0.1939 0.5649
N 0.0040 0.0979 -0.6526
C 0.9593 1.0803 -1.0049
O 0.4585 2.3486 -1.3978
H 0.2606 -2.9451 1.3297
H 0.8971 -1.6523 0.4797
H -1.8124 0.4189 0.3612
H -0.4486 0.9737 1.2486
H -0.5205 -0.2014 -1.4580
H 1.6507 1.2745 -0.1760
H 1.6162 0.6457 -1.7784
H 0.0097 2.2370 -2.2266
```

HOMO in eV: -9.2
Energy relative to the best compared isomer or geometry (same formula, charge and spin) in kcal/mol: 24.4
Total energy in eV: -10315.894
Frontier orbital gap in eV: 9.88
Multiplicity: 1
SMILES string: NC(=O)CNCO

# C3H8N2O2

3 unconnected molecules or ions with the total composition C3H8N2O2 at a distorted geometry (the ωB97M-V functional and the def2-TZVPD basis, the Open Molecules 2025 dataset).

XYZ file:
```
15
Properties=species:S:1:pos:R:3
C -0.1725 0.4199 1.8929
C 0.0519 0.3204 0.5446
N -0.8324 -0.6024 -0.0395
C -1.6280 -0.9393 0.9569
N -1.1843 -0.4802 2.1391
H 0.2933 0.8912 2.7385
H 0.4443 1.1152 -0.0675
H -2.3662 -1.7229 0.8949
H -1.6937 -0.5879 2.9970
H -0.2794 0.1337 -1.8345
H 0.1782 -0.2312 -3.1995
O 0.1018 0.5417 -2.6324
H 2.8129 -0.2372 -1.0143
H 1.8544 0.7063 -1.7986
O 2.7643 0.5382 -1.5667
```

HOMO in eV: -9.5
Energy relative to the best compared isomer or geometry (same formula, charge and spin) in kcal/mol: 29.8
Total energy in eV: -10315.662
Frontier orbital gap in eV: 10.06
Multiplicity: 1
SMILES string: c1c[nH]cn1.O.O

# C3H8N2O2

2 unconnected molecules or ions with the total composition C3H8N2O2 at a distorted geometry (the ωB97M-V functional and the def2-TZVPD basis, the Open Molecules 2025 dataset).

XYZ file:
```
15
Properties=species:S:1:pos:R:3
C -1.3008 1.5514 0.4369
C 0.5541 -1.8412 -0.8492
C -0.0518 -0.5104 -0.4916
N 1.9911 0.2805 0.3899
O -1.2830 -0.3116 -0.7116
O -2.3021 1.0708 1.1702
N 0.5984 0.4377 0.1511
H -2.8491 0.4915 0.6191
H 2.3220 0.0815 1.3429
H 2.4013 1.2000 0.2434
H -0.6268 2.1305 1.0456
H -1.4997 1.9364 -0.5549
H 1.6402 -1.7881 -0.8187
H 0.2017 -2.1378 -1.8365
H 0.2047 -2.5912 -0.1368
```

HOMO in eV: -8.4
Energy relative to the best compared isomer or geometry (same formula, charge and spin) in kcal/mol: 100.8
Total energy in eV: -10312.582
Frontier orbital gap in eV: 8.88
Multiplicity: 1

# C3H8N2O2

3 unconnected molecules or ions with the total composition C3H8N2O2 at a distorted geometry (the ωB97M-V functional and the def2-TZVPD basis, the Open Molecules 2025 dataset).

XYZ file:
```
15
Properties=species:S:1:pos:R:3
C -2.1136 -1.9133 -1.5281
C -2.3537 -0.5722 -1.1002
N -1.1289 -0.1264 -0.7369
C -0.2227 -1.1441 -0.8664
N -0.8536 -2.2335 -1.2430
H -2.9021 -2.5996 -1.7968
H -3.2615 -0.0310 -0.9478
H -0.9174 0.7910 -0.3892
H 0.8336 -1.0385 -1.0429
H 3.7281 0.7738 0.8060
H 4.7114 1.7415 1.5920
O 3.9052 1.2185 1.6321
H 0.0474 2.2711 2.4395
H 0.6816 1.1935 1.4890
O -0.1539 1.6692 1.6927
```

HOMO in eV: -8.4
Energy relative to the best compared isomer or geometry (same formula, charge and spin) in kcal/mol: 37.5
Total energy in eV: -10315.325
Frontier orbital gap in eV: 8.71
Multiplicity: 1
SMILES string: c1c[nH]cn1.O.O

# C3H8N2O2

A single C3H8N2O2 molecule at a distorted geometry (the ωB97M-V functional and the def2-TZVPD basis, the Open Molecules 2025 dataset).

XYZ file:
```
15
Properties=species:S:1:pos:R:3
N -0.7894 -1.2719 0.0236
C 0.4625 -0.3519 0.2140
C 0.6230 0.4417 -1.1418
O 0.4287 -0.3806 -2.2863
C 0.1569 0.6978 1.2602
N -0.9939 0.4592 1.9728
O 0.7262 1.8240 1.2801
H -1.4934 -0.7934 -0.4825
H -0.4830 -1.9834 -0.6644
H 1.3295 -1.0732 0.2040
H 1.5004 1.0794 -1.0344
H -0.1387 1.1794 -1.1798
H 1.2903 -0.3584 -2.7448
H -1.1797 1.0256 2.7027
H -1.4395 -0.4943 1.8766
```

HOMO in eV: -9.7
Energy relative to the best compared isomer or geometry (same formula, charge and spin) in kcal/mol: 36.3
Total energy in eV: -10315.378
Frontier orbital gap in eV: 10.41
Multiplicity: 1
SMILES string: NC(=O)[C@@H](N)CO

# C3H8N2O2

2 unconnected molecules or ions with the total composition C3H8N2O2 at a distorted geometry (the ωB97M-V functional and the def2-TZVPD basis, the Open Molecules 2025 dataset).

XYZ file:
```
15
Properties=species:S:1:pos:R:3
O -1.4175 -1.3888 -0.6948
C -2.4920 -0.9463 -0.1620
O -2.6322 -0.2310 0.8549
H -3.4150 -1.2104 -0.7398
C 1.0611 0.3561 0.6222
C 0.9713 0.7216 -0.6961
N 1.8139 1.7647 -1.1588
N 0.1510 -0.6852 1.1467
H 1.6687 0.7401 1.4799
H 0.2084 0.2400 -1.2829
H 1.8129 1.8022 -2.1923
H 2.7697 1.7418 -0.7604
H -0.7156 -0.3209 1.6656
H 0.5909 -1.4622 1.6316
H -0.3756 -1.1218 0.2863
```

HOMO in eV: -9.0
Energy relative to the best compared isomer or geometry (same formula, charge and spin) in kcal/mol: 46.2
Total energy in eV: -10314.949
Frontier orbital gap in eV: 9.72
Multiplicity: 1

# C3H8N2O2

2 unconnected molecules or ions with the total composition C3H8N2O2 at a distorted geometry (the ωB97M-V functional and the def2-TZVPD basis, the Open Molecules 2025 dataset).

XYZ file:
```
15
Properties=species:S:1:pos:R:3
C -1.0251 -0.8930 -0.1298
C -0.0897 -1.7996 0.5717
N 0.0383 0.9017 -0.6502
C -0.0633 1.4819 0.8461
N 1.2620 1.1374 -1.3222
O -0.8925 0.7777 1.4618
O 0.6876 2.3634 1.1982
H -0.7035 1.2389 -1.2581
H 1.9743 0.5938 -0.8446
H 1.5075 2.1217 -1.2040
H -1.0806 -1.0009 -1.2037
H -2.0034 -0.7372 0.2986
H -0.5245 -2.8084 0.5245
H 0.8869 -1.8334 0.0897
H 0.0259 -1.5440 1.6222
```

HOMO in eV: -9.4
Energy relative to the best compared isomer or geometry (same formula, charge and spin) in kcal/mol: 99.4
Total energy in eV: -10312.642
Frontier orbital gap in eV: 8.87
Multiplicity: 1

# C3H8N2O2

2 unconnected molecules or ions with the total composition C3H8N2O2 (the ωB97M-V functional and the def2-TZVPD basis, the Open Molecules 2025 dataset).

XYZ file:
```
15
Properties=species:S:1:pos:R:3
C 1.1394 -0.0934 -0.1760
C -0.7820 0.3921 0.7448
C -1.9022 -0.2051 -0.0163
N 2.0483 0.1263 0.8081
O 1.0907 -1.2925 -0.7164
N 0.5419 0.9436 -0.8614
O 0.0172 0.5064 -1.9526
H 0.5460 -1.0776 -1.5437
H 2.7339 -0.5935 0.9613
H 2.3407 1.0804 0.9444
H -0.3451 -0.1982 1.5422
H -0.8467 1.4443 0.9897
H -1.7487 -0.0060 -1.0935
H -1.9747 -1.2832 0.1250
H -2.8587 0.2562 0.2443
```

HOMO in eV: -8.4
Energy relative to the best compared isomer or geometry (same formula, charge and spin) in kcal/mol: 103.4
Total energy in eV: -10312.468
Frontier orbital gap in eV: 9.23
Multiplicity: 1

# C3H8N2O2

2 unconnected molecules or ions with the total composition C3H8N2O2 (the ωB97M-V functional and the def2-TZVPD basis, the Open Molecules 2025 dataset).

XYZ file:
```
15
Properties=species:S:1:pos:R:3
N 2.3740 1.4425 -0.8221
C 1.3080 0.7918 -0.2283
O 0.4668 1.6821 0.3057
N 1.0768 -0.4671 -0.2028
C -1.8667 -1.0835 -0.3176
C -1.6701 -0.8501 1.1456
O -1.3638 0.2057 1.6632
H 2.5415 2.3698 -0.4586
H 3.2105 0.8909 -0.9330
H 1.8177 -0.9769 -0.6775
H -1.2488 -1.9289 -0.6333
H -1.5931 -0.2058 -0.9032
H -1.8661 -1.7227 1.7984
H -2.9205 -1.3433 -0.4835
H -0.2663 1.1954 0.7471
```

HOMO in eV: -9.3
Energy relative to the best compared isomer or geometry (same formula, charge and spin) in kcal/mol: 19.9
Total energy in eV: -10316.090
Frontier orbital gap in eV: 10.29
Multiplicity: 1
SMILES string: [H]/N=C(\N)O.CC=O